Version 1
2 unconnected molecules or ions with the total composition C4H14NO. Source: the OMol25 dataset; level of theory: ωB97M-V with the def2-TZVPD basis set.

```
! wB97M-V def2-TZVPD RIJCOSX def2/J DEFGRID3
* xyz 1 1
C 1.31157 -0.10205 0.23437
C 0.95588 0.56946 -1.10548
C -0.20785 1.57545 -1.04637
C -1.53022 0.92801 -1.48885
N 0.49998 -1.36846 0.43605
H 1.08873 0.55294 1.07963
H 2.36168 -0.38371 0.28001
H 0.83528 -0.19820 -1.86753
H 1.89984 1.07601 -1.27714
H 0.00108 2.43834 -1.65795
H -0.31290 1.79368 0.01246
H -1.65343 -0.04185 -0.99621
H -2.36232 1.57090 -1.18753
H -1.59269 0.82766 -2.56482
H 0.90149 -2.12252 -0.12396
H 0.28137 -1.70517 1.39471
H -0.42007 -1.23066 0.01385
H -0.92530 -2.14049 3.33347
H -0.60584 -0.67807 3.60935
O -0.52627 -1.36127 2.92197
*
```

Output
- HOMO energy: -15.4 eV
- LUMO: -3.2 eV

Want to see where the charge sits? The Löwdin charges in e are: atom 1 (C): -0.131, atom 2 (C): -0.188, atom 3 (C): -0.223, atom 4 (C): -0.090, atom 5 (N): 0.171, atom 6 (H): 0.128, atom 7 (H): 0.130, atom 8 (H): 0.121, atom 9 (H): 0.116, atom 10 (H): 0.112, atom 11 (H): 0.101, atom 12 (H): 0.054, atom 13 (H): 0.084, atom 14 (H): 0.081, atom 15 (H): 0.171, atom 16 (H): 0.109, atom 17 (H): 0.132, atom 18 (H): 0.079, atom 19 (H): 0.087, atom 20 (O): -0.041

***

Version 2
3 unconnected molecules or ions with the total composition C4H14NO. Source: the OMol25 dataset; level of theory: ωB97M-V with the def2-TZVPD basis set.

```
! wB97M-V def2-TZVPD RIJCOSX def2/J DEFGRID3
* xyz 1 1
C -1.25052 1.30481 1.43366
C -1.56689 0.68112 0.06545
C -1.32852 -0.79533 0.01562
C -1.13377 -1.28329 -1.46777
N 3.78671 -0.01959 0.02511
H -1.39115 2.42783 1.45697
H -1.95267 0.95429 2.22380
H -0.16710 1.15431 1.73591
H -2.65683 0.93695 -0.16806
H -2.24940 -1.37815 0.32736
H -0.46488 -0.95988 0.64211
H -0.20548 -0.75158 -1.57313
H -1.95717 -0.77051 -1.98656
H -1.04823 -2.35169 -1.50599
H 3.77564 -0.94379 -0.45433
H 2.89599 -0.08993 0.53595
H 4.72936 0.06778 0.43380
H 1.92884 0.59566 -0.62507
H -0.77400 0.96198 -0.68619
O 1.03009 0.25901 -0.42867
*
```

Output
- HOMO energy: -14.4 eV
- LUMO: -10.4 eV

Want to see where the charge sits? The Löwdin charges in e are: atom 1 (C): -0.078, atom 2 (C): -0.223, atom 3 (C): -0.226, atom 4 (C): 0.025, atom 5 (N): 0.057, atom 6 (H): 0.103, atom 7 (H): 0.110, atom 8 (H): 0.095, atom 9 (H): 0.171, atom 10 (H): 0.209, atom 11 (H): 0.099, atom 12 (H): 0.062, atom 13 (H): 0.113, atom 14 (H): 0.097, atom 15 (H): 0.061, atom 16 (H): 0.013, atom 17 (H): 0.075, atom 18 (H): 0.031, atom 19 (H): 0.155, atom 20 (O): 0.050

***

Energies relative to the most stable structure, in hartree: version 1 0.0000; version 2 0.3328.

***

Version 1
C4H10S2 in the gas phase. Source: the OMol25 dataset; level of theory: ωB97M-V with the def2-TZVPD basis set.

```
! wB97M-V def2-TZVPD RIJCOSX def2/J DEFGRID3
* xyz 0 1
C -1.11160 1.95653 -1.16997
C -1.00093 1.04965 0.10641
C -0.71758 -0.40148 -0.34200
S 0.78947 -0.68918 -1.29285
S 2.00496 -0.22624 0.76031
C 1.95811 -1.91545 1.26629
H -1.74190 2.81339 -0.94801
H -0.13885 2.39505 -1.37989
H -1.30966 1.28353 -1.99882
H -0.21737 1.51307 0.70716
H -1.85083 0.87279 0.77601
H -0.84159 -1.07437 0.50856
H -1.52819 -0.57823 -1.05975
H 2.43103 -2.08705 2.23560
H 0.93087 -2.29498 1.30428
H 2.34404 -2.61704 0.52668
*
```

Output
- HOMO energy: -8.9 eV
- SMILES: CCCSSC
- LUMO: -0.7 eV

Want to see where the charge sits? The Löwdin charges in e are: atom 1 (C): -0.112, atom 2 (C): -0.329, atom 3 (C): -0.673, atom 4 (S): 0.599, atom 5 (S): 0.551, atom 6 (C): -0.579, atom 7 (H): 0.067, atom 8 (H): 0.061, atom 9 (H): 0.053, atom 10 (H): 0.062, atom 11 (H): 0.103, atom 12 (H): 0.056, atom 13 (H): 0.066, atom 14 (H): 0.036, atom 15 (H): 0.016, atom 16 (H): 0.024

***

Version 2
2 unconnected molecules or ions with the total composition C4H10S2. Source: the OMol25 dataset; level of theory: ωB97M-V with the def2-TZVPD basis set.

```
! wB97M-V def2-TZVPD RIJCOSX def2/J DEFGRID3
* xyz 0 1
C 0.28939 -1.00568 2.36038
C 1.39509 -0.49054 2.95446
C 2.82619 -0.82821 2.63434
H -0.56865 -1.13590 2.96393
H 0.26253 -1.20447 1.34699
H 1.35857 0.14534 3.79691
H 3.09109 -0.87476 1.59927
H 3.06906 -1.64358 3.35656
H 3.51910 0.01684 2.89853
C 0.05425 1.09514 -0.24564
S -0.14788 0.50826 -1.94876
S -2.12504 0.11434 -1.85607
H 1.06260 0.95136 0.03774
H -0.31064 2.09017 -0.06169
H -0.38257 0.34965 0.43981
H -2.12397 -1.28042 -1.72214
*
```

Output
- HOMO energy: -9.0 eV
- SMILES: C=CC.CSS
- LUMO: 0.7 eV

Want to see where the charge sits? The Löwdin charges in e are: atom 1 (C): -0.005, atom 2 (C): -0.218, atom 3 (C): -0.117, atom 4 (H): 0.045, atom 5 (H): 0.018, atom 6 (H): 0.074, atom 7 (H): 0.056, atom 8 (H): 0.093, atom 9 (H): 0.076, atom 10 (C): -0.505, atom 11 (S): 0.347, atom 12 (S): 0.263, atom 13 (H): 0.005, atom 14 (H): 0.036, atom 15 (H): -0.011, atom 16 (H): -0.158

***

Version 3
C4H10S2 in the gas phase. Source: the OMol25 dataset; level of theory: ωB97M-V with the def2-TZVPD basis set.

```
! wB97M-V def2-TZVPD RIJCOSX def2/J DEFGRID3
* xyz 0 1
C 0.59553 2.29148 -2.37277
C 0.97078 0.87584 -1.94415
C -0.18530 0.08023 -1.39289
S -0.53405 0.44937 0.34431
S -0.60715 -1.47571 1.11832
C 0.27511 -1.24625 2.64764
H 0.29575 2.92663 -1.54061
H 1.41430 2.77869 -2.89238
H -0.21752 2.26765 -3.11020
H 1.55857 0.42714 -2.74635
H 1.80183 1.03181 -1.24227
H -1.05179 0.19767 -2.02806
H 0.01417 -0.98948 -1.47831
H 1.37250 -1.23649 2.57515
H 0.01694 -0.35328 3.20863
H 0.07078 -2.12938 3.24656
*
```

Output
- HOMO energy: -8.1 eV
- SMILES: CCCSSC
- LUMO: 0.8 eV

Want to see where the charge sits? The Löwdin charges in e are: atom 1 (C): -0.127, atom 2 (C): -0.352, atom 3 (C): -0.582, atom 4 (S): 0.507, atom 5 (S): 0.458, atom 6 (C): -0.527, atom 7 (H): 0.069, atom 8 (H): 0.066, atom 9 (H): 0.074, atom 10 (H): 0.104, atom 11 (H): 0.099, atom 12 (H): 0.069, atom 13 (H): 0.051, atom 14 (H): 0.038, atom 15 (H): 0.028, atom 16 (H): 0.024

***

Version 4
C4H10S2 in the gas phase. Source: the OMol25 dataset; level of theory: ωB97M-V with the def2-TZVPD basis set.

```
! wB97M-V def2-TZVPD RIJCOSX def2/J DEFGRID3
* xyz 0 1
C 0.72009 -1.14745 -2.92794
C 1.14863 -0.71213 -1.53879
S 0.23171 0.82346 -1.00566
S -1.00897 0.13116 0.52546
C -0.01422 0.39093 1.99385
C -0.66354 -0.04179 3.30293
H -0.36435 -1.08034 -3.01568
H 1.25928 -0.67783 -3.74266
H 0.88093 -2.23225 -2.99676
H 0.81744 -1.41026 -0.77604
H 2.20578 -0.48478 -1.52448
H 0.06965 1.48267 2.00353
H 0.99807 0.02471 1.83882
H 0.09942 -0.22053 4.04820
H -1.39303 0.66371 3.69876
H -1.24923 -0.94953 3.13776
*
```

Output
- HOMO energy: -8.8 eV
- SMILES: CCSSCC
- LUMO: 0.7 eV

Want to see where the charge sits? The Löwdin charges in e are: atom 1 (C): -0.185, atom 2 (C): -0.570, atom 3 (S): 0.473, atom 4 (S): 0.476, atom 5 (C): -0.647, atom 6 (C): -0.164, atom 7 (H): 0.063, atom 8 (H): 0.068, atom 9 (H): 0.071, atom 10 (H): 0.039, atom 11 (H): 0.058, atom 12 (H): 0.054, atom 13 (H): 0.065, atom 14 (H): 0.068, atom 15 (H): 0.071, atom 16 (H): 0.061

***

Energies relative to the most stable structure, in hartree: version 1 0.0406; version 2 0.0700; version 3 0.0065; version 4 0.0000.

***

Version 1
C4H10S2 in the gas phase. Source: the OMol25 dataset; level of theory: ωB97M-V with the def2-TZVPD basis set.

```
! wB97M-V def2-TZVPD RIJCOSX def2/J DEFGRID3
* xyz 0 1
C -0.55605 1.60017 -1.81676
C -0.71727 1.68523 -0.28498
C 0.44356 1.15206 0.51233
S 0.87811 -0.52631 0.00665
S 0.64377 -1.56804 1.81096
C 0.47720 -3.22494 1.17826
H -1.06620 0.72289 -2.20628
H -0.96980 2.48602 -2.29079
H 0.49115 1.52350 -2.12948
H -0.87993 2.74488 -0.04765
H -1.66486 1.24034 -0.01892
H 1.29490 1.79958 0.41128
H 0.28187 1.21768 1.59274
H -0.22712 -3.40252 0.35962
H 1.41825 -3.67953 0.86065
H 0.15242 -3.77102 2.06237
*
```

Output
- HOMO energy: -7.8 eV
- SMILES: CCCSSC
- LUMO: 0.7 eV

Want to see where the charge sits? The Löwdin charges in e are: atom 1 (C): -0.131, atom 2 (C): -0.338, atom 3 (C): -0.585, atom 4 (S): 0.510, atom 5 (S): 0.455, atom 6 (C): -0.530, atom 7 (H): 0.063, atom 8 (H): 0.065, atom 9 (H): 0.068, atom 10 (H): 0.104, atom 11 (H): 0.099, atom 12 (H): 0.064, atom 13 (H): 0.066, atom 14 (H): 0.039, atom 15 (H): 0.031, atom 16 (H): 0.021

***

Version 2
C4H10S2 in the gas phase. Source: the OMol25 dataset; level of theory: ωB97M-V with the def2-TZVPD basis set.

```
! wB97M-V def2-TZVPD RIJCOSX def2/J DEFGRID3
* xyz 0 1
C -1.56383 -2.75100 0.99645
C -0.71837 -1.90893 0.07838
S -1.02415 -0.10702 0.24162
S 0.79954 0.61393 0.58765
C 1.73253 1.62176 -0.65825
C 0.95998 2.16172 -1.91525
H -1.28071 -3.79896 0.80281
H -2.58009 -2.35003 0.72551
H -1.64998 -2.77405 2.11556
H -0.70657 -2.12784 -0.97540
H 0.39704 -1.99147 0.49544
H 2.13247 2.38256 0.12959
H 2.65376 1.03111 -0.93416
H 1.77121 2.51454 -2.55372
H 0.04897 2.79073 -1.65742
H 0.34576 1.47166 -2.42457
*
```

Output
- HOMO energy: -8.3 eV
- SMILES: CCSSCC
- LUMO: 0.8 eV

Want to see where the charge sits? The Löwdin charges in e are: atom 1 (C): -0.204, atom 2 (C): -0.627, atom 3 (S): 0.437, atom 4 (S): 0.424, atom 5 (C): -0.563, atom 6 (C): -0.156, atom 7 (H): 0.074, atom 8 (H): 0.071, atom 9 (H): 0.086, atom 10 (H): 0.053, atom 11 (H): 0.079, atom 12 (H): 0.076, atom 13 (H): 0.064, atom 14 (H): 0.066, atom 15 (H): 0.093, atom 16 (H): 0.029

***

Energies relative to the most stable structure, in hartree: version 1 0.0000; version 2 0.0521.